Record 1
Formula: C17H16F3N2O8S3
Source: the Open Molecules 2025 dataset
Level of theory: the ωB97M-V functional and the def2-TZVPD basis

Results
E_LUMO: 1.709 eV
relative energy (zero: lowest compared OMol25 entry of this formula, charge and spin): 34.3 kJ/mol
total energy: -77903.5562 eV
total charge: -1
HOMO-LUMO gap: 5.6 eV

Structure (XYZ):
```
49
Properties=species:S:1:pos:R:3:forces:R:3
C -2.7672 -1.0029 4.5020 -0.127 -0.251 0.083
C -1.6821 0.0186 4.2643 0.304 -0.250 -0.349
O -0.6946 -0.5944 3.3867 -1.169 0.279 0.738
C 0.2517 0.2506 2.9268 1.429 0.599 -0.793
C 1.1467 -0.4140 1.9463 -0.016 0.126 0.167
N 2.4488 -0.5241 2.3168 -0.218 0.004 0.319
O 3.3345 -0.9916 1.5516 -0.539 0.123 0.020
O 2.7339 -0.1803 3.4988 0.334 -0.060 -0.371
O 0.3199 1.4142 3.2749 -0.509 -0.695 0.107
H -3.5495 -0.5622 5.1260 0.031 -0.046 -0.004
H -3.2322 -1.3306 3.5651 0.123 0.086 0.111
H -2.3711 -1.8848 5.0202 -0.068 0.155 -0.128
H -2.0831 0.9229 3.7936 0.179 -0.104 0.052
H -1.1992 0.3000 5.2061 0.009 0.051 -0.221
H 0.7902 -0.9098 1.0490 0.237 -0.019 0.287
F 0.5887 -2.4267 -1.8365 -0.434 0.652 -0.910
C 0.0751 -1.5297 -2.7245 -0.199 -0.150 0.782
F 0.6997 -1.6993 -3.9094 -0.490 0.098 0.696
F -1.2419 -1.7896 -2.9023 0.888 -0.097 -0.095
S 0.3164 0.1359 -1.9666 0.311 0.187 -1.673
N -0.7875 1.0155 -2.9533 0.698 -0.131 -0.684
S -0.3528 1.6973 -4.5990 -0.030 0.017 1.547
C -1.1992 0.7259 -5.8688 -0.033 -0.050 -0.151
C -0.3777 0.1885 -6.8554 0.155 -0.170 -0.051
C -0.9235 -0.5274 -7.9182 -0.313 0.055 0.160
C -2.3074 -0.7068 -7.9905 0.235 0.109 0.025
C -3.1426 -0.1072 -7.0481 0.430 0.001 0.101
C -2.5842 0.6119 -5.9884 -0.268 0.072 0.195
O -0.8873 3.0223 -4.5299 0.069 -0.414 -0.452
O 1.0546 1.4623 -4.7494 -0.730 -0.090 0.099
S -2.1435 1.7078 -2.1617 -0.462 -0.467 -0.061
C -2.6438 0.3407 -1.1091 0.061 0.334 0.277
C -3.7713 -0.3884 -1.4804 0.112 -0.161 -0.053
C -4.1183 -1.5263 -0.7484 0.346 0.057 0.142
C -3.2848 -1.9493 0.2940 -0.039 0.323 -0.262
C -2.1887 -1.1798 0.6872 -0.177 -0.120 -0.107
C -1.8939 0.0007 0.0193 -0.127 0.152 0.035
O -1.7627 2.8730 -1.4072 -0.165 -1.034 -0.461
O -3.1260 1.7751 -3.2151 0.018 0.522 0.364
H 0.6901 0.3279 -6.7920 0.080 -0.027 0.067
H -0.2633 -0.9362 -8.6846 -0.223 0.057 0.265
H -2.7302 -1.3143 -8.7856 0.025 0.165 0.034
H -4.2261 -0.1991 -7.1387 0.342 0.021 0.125
H -3.2323 1.0702 -5.2535 0.109 0.014 0.012
H -4.3352 -0.0824 -2.3563 0.042 -0.040 0.189
H -5.0129 -2.0941 -1.0059 0.287 0.131 -0.006
H -3.4725 -2.8845 0.8078 -0.137 0.056 0.001
H -1.5485 -1.4962 1.5049 -0.175 0.065 -0.073
H -1.0694 0.6242 0.3625 -0.207 -0.134 -0.094
```
Forces are in eV/Å.

natural (NBO) population analysis, charges in e, atoms 1 to 5: atom 1 (C): -0.623, atom 2 (C): -0.077, atom 3 (O): -0.538, atom 4 (C): 0.770, atom 5 (C): -0.427

***

Record 2
Formula: C9H8BrNO2
Source: the Open Molecules 2025 dataset
Level of theory: the ωB97M-V functional and the def2-TZVPD basis

Results
E_LUMO: -0.431 eV
relative energy (zero: lowest compared OMol25 entry of this formula, charge and spin): 268.9 kJ/mol
total energy: -85087.1701 eV
HOMO-LUMO gap: 8.4 eV

Structure (XYZ):
```
21
Properties=species:S:1:pos:R:3:forces:R:3
C -1.6868 -0.2166 -0.4208 2.689 -0.009 1.368
C -0.7369 -1.5230 1.3422 0.728 0.834 -1.302
C -2.8688 -0.9059 -0.1819 0.387 1.462 -2.376
C -1.9398 -2.1743 1.4003 0.323 0.350 0.497
C -0.5063 -0.5051 0.3713 -2.588 -0.647 0.854
C 1.2952 -0.4999 -1.7131 2.191 1.409 2.385
C 0.9192 1.6857 -0.0172 0.439 -0.340 1.070
C 2.3144 2.3377 -0.1139 -1.724 0.168 0.748
C 0.7725 0.1840 0.2896 1.555 -0.180 -3.061
N -2.9912 -1.9067 0.6692 -1.641 0.454 -0.702
O 2.3520 -0.6926 -2.1746 -1.137 -0.076 0.772
O -0.0706 2.3363 -0.2275 -0.410 0.122 -0.370
Br 2.1429 -0.5807 1.3424 0.659 0.120 0.344
H -1.5942 0.5864 -1.1352 -0.466 0.082 -0.086
H 0.0378 -1.8518 2.0022 0.219 0.047 0.262
H -3.6244 -0.4858 -0.9230 -0.042 -1.440 1.529
H -2.0731 -2.8782 2.1817 -0.136 -0.909 0.462
H 0.3151 -0.4226 -2.0532 -2.092 -0.378 -1.275
H 3.0908 1.8576 0.4029 0.833 -0.699 0.885
H 2.5312 2.2450 -1.1227 0.681 -0.170 -2.266
H 2.3211 3.4107 0.0812 -0.470 -0.200 0.262
```
Forces are in eV/Å.

natural (NBO) population analysis, charges in e, atoms 1 to 5: atom 1 (C): -0.260, atom 2 (C): -0.249, atom 3 (C): 0.036, atom 4 (C): 0.039, atom 5 (C): -0.082

***

Record 3
Formula: C2F6NO4PbS2SbSe4
Source: the Open Molecules 2025 dataset
Level of theory: the ωB97M-V functional and the def2-TZVPD basis

Results
E_LUMO: 4.390 eV
relative energy (zero: lowest compared OMol25 entry of this formula, charge and spin): 18.7 kJ/mol
total energy: -322904.9600 eV
total charge: -2
HOMO-LUMO gap: 6.6 eV

Structure (XYZ):
```
21
Properties=species:S:1:pos:R:3:forces:R:3
Pb -0.1678 2.4655 -0.4442 -0.264 -0.145 0.203
Se -1.4619 7.5048 -0.8594 0.066 -0.156 -0.010
Sb 0.1480 5.8898 -1.6477 0.036 -0.222 0.082
Se 1.1916 4.5933 0.3682 -0.055 0.418 -0.343
Se -1.0535 3.7783 -2.5825 0.176 0.461 -0.015
Se 1.8605 6.6570 -3.1636 -0.090 -0.124 0.105
F -2.8032 -2.3186 0.0129 0.051 -0.016 -0.062
C -2.1713 -2.7165 1.1101 0.117 -0.050 0.226
F -3.1053 -3.0239 2.0279 0.006 0.042 -0.069
F -1.4908 -3.8358 0.8414 -0.074 0.011 -0.018
S -1.0438 -1.3906 1.8093 -0.027 0.073 -0.089
O -1.6285 -0.1659 1.3401 0.006 -0.018 -0.088
O -1.0481 -1.6617 3.2149 0.133 -0.117 0.037
N 0.3876 -1.7042 1.2253 -0.176 0.257 -0.204
S 0.7636 -1.4321 -0.2888 0.293 -0.023 0.063
O 1.2217 -0.0993 -0.6035 -0.035 -0.349 0.204
O -0.0992 -2.0745 -1.2392 -0.059 -0.040 -0.035
C 2.3249 -2.4254 -0.2755 -0.086 -0.052 0.175
F 2.0980 -3.6827 0.1217 0.040 0.045 -0.045
F 3.2349 -1.8844 0.5388 -0.039 -0.058 -0.050
F 2.8425 -2.4730 -1.5062 -0.019 0.062 -0.065
```
Forces are in eV/Å.

natural (NBO) population analysis, charges in e, atoms 1 to 5: atom 1 (Pb): 0.965, atom 2 (Se): -0.778, atom 3 (Sb): 1.091, atom 4 (Se): -0.767, atom 5 (Se): -0.765

***

Record 4
Formula: C2HNO2S
Source: the Open Molecules 2025 dataset
Level of theory: the ωB97M-V functional and the def2-TZVPD basis

Results
E_LUMO: 0.135 eV
relative energy (zero: lowest compared OMol25 entry of this formula, charge and spin): 353.9 kJ/mol
total energy: -18507.1505 eV
HOMO-LUMO gap: 11.1 eV

Structure (XYZ):
```
7
Properties=species:S:1:pos:R:3:forces:R:3
C -0.2753 2.3817 -0.3009 -0.339 0.560 -0.334
C -3.4219 0.1565 -0.0025 -1.233 0.967 0.656
N 0.2081 1.3846 0.0452 0.054 0.571 0.633
O -4.2247 0.9664 0.2009 0.718 -0.485 -0.401
O 0.8015 0.4093 0.7182 -0.156 -0.126 -0.605
S -2.4015 -0.9966 -0.1697 0.523 -0.509 -0.264
H 0.7688 -0.2542 0.0207 0.433 -0.978 0.314
```
Forces are in eV/Å.

natural (NBO) population analysis, charges in e, atoms 1 to 5: atom 1 (C): 0.211, atom 2 (C): 0.450, atom 3 (N): -0.256, atom 4 (O): -0.436, atom 5 (O): -0.447

***

Record 5
Formula: C48H53BrClCsGe2IN7O4S
Source: the Open Molecules 2025 dataset
Level of theory: the ωB97M-V functional and the def2-TZVPD basis

Results
E_LUMO: 2.568 eV
total energy: -284332.6023 eV
total charge: -2
HOMO-LUMO gap: 3.1 eV

Structure (XYZ):
```
119
Properties=species:S:1:pos:R:3:forces:R:3
Cs 0.3653 -0.0026 -0.2793 0.251 0.419 -0.623
C 3.3670 5.2993 -5.0442 0.069 0.339 -1.856
C 3.2114 3.8385 -4.7007 0.913 -0.346 -0.761
N 3.2032 3.6217 -3.2808 -0.934 1.329 -0.295
C 2.9697 2.4289 -2.6777 0.221 -1.707 -1.065
S 2.8983 2.4794 -0.9676 -0.020 -0.309 0.165
N 2.9841 1.3485 -3.5626 0.824 2.144 0.741
N 2.8765 0.1741 -2.9687 -0.597 -1.361 1.700
C 3.4956 -0.9053 -3.3489 0.324 2.387 -0.460
C 4.4770 -0.8794 -4.4847 0.507 -0.380 0.160
C 3.3868 -2.0881 -2.5208 -0.502 -1.187 0.020
C 4.4864 -2.9865 -2.4548 -0.599 -1.056 1.166
C 4.4259 -4.0597 -1.5441 -0.934 1.181 0.035
C 3.2567 -4.2165 -0.8065 -0.809 -0.536 1.234
C 2.1683 -3.3762 -1.0185 0.146 1.154 -1.381
N 2.2068 -2.3334 -1.8886 1.020 -0.666 0.829
H 3.5668 5.4576 -6.1632 -0.380 -0.461 1.442
H 4.1771 5.8101 -4.5574 0.392 0.180 0.573
H 2.4222 5.7851 -4.8355 -0.119 0.446 0.162
H 4.0657 3.2537 -5.0212 0.162 -0.148 -0.812
H 2.3479 3.5306 -5.3017 -0.157 -0.599 0.701
H 3.2419 4.4893 -2.7430 -0.273 -1.077 0.244
H 4.4993 0.0960 -4.9116 -0.080 0.939 -0.115
H 4.0800 -1.5109 -5.2674 0.392 -0.620 -0.359
H 5.5378 -1.1182 -4.2127 -0.940 -0.142 -0.222
H 5.3757 -2.8867 -3.0498 0.055 0.375 -0.116
H 5.2415 -4.7102 -1.2804 0.405 -0.080 -0.485
H 3.1339 -4.9657 0.0112 0.375 0.429 -0.920
H 1.1868 -3.4974 -0.5473 0.483 -0.232 0.036
O -6.2723 -2.1665 1.0087 -1.235 1.868 -0.752
C -5.0573 -1.8291 0.4984 1.283 -1.509 -0.281
C -4.7739 -0.8679 -0.4478 -0.456 0.885 -0.396
C -3.4640 -0.5987 -0.8005 1.383 -1.470 1.879
N -2.4324 -1.3075 -0.2724 -0.361 0.249 0.175
C -2.7150 -2.3222 0.5396 -0.352 0.820 -1.677
Br -1.3044 -3.4411 1.0851 0.483 -0.126 0.214
C -3.9834 -2.6809 0.8706 -1.857 -0.376 0.790
H -6.9310 -1.4441 0.7584 1.246 -1.480 0.372
H -5.5037 -0.2773 -0.9812 -0.487 0.066 0.347
H -3.1582 0.2619 -1.3508 -0.025 0.354 -0.750
H -4.2405 -3.6366 1.3511 0.322 0.701 0.124
Cl -3.3328 2.4517 -7.2959 -0.017 0.027 -0.434
C -2.7899 2.3688 -5.6488 -0.850 2.250 1.200
C -3.3126 3.3119 -4.7349 -0.890 -0.882 -1.244
C -3.0082 3.2184 -3.3867 1.019 -0.916 1.458
I -4.1976 4.2287 -1.9576 0.230 0.079 -0.235
C -2.0356 2.2764 -2.7988 -0.853 1.200 -1.243
O -1.7141 2.1929 -1.5994 -0.397 -0.036 0.046
C -1.4627 1.3779 -3.8274 -1.370 1.475 -1.514
N -0.6373 0.4928 -3.3849 1.258 -2.650 1.150
C -0.1871 -0.4622 -4.2029 0.011 2.713 1.060
C -0.3495 -0.3442 -5.5343 -1.021 -1.680 -2.190
C -1.2471 0.5264 -6.0928 0.978 0.266 -1.053
C -1.8338 1.4377 -5.2447 -0.442 0.379 1.527
H -4.1191 4.0274 -5.0682 1.108 -0.867 0.312
H 0.5074 -1.1524 -3.8620 0.964 -1.315 1.167
H 0.0378 -1.1657 -6.1131 0.414 0.070 -0.503
H -1.3725 0.6182 -7.1896 -0.128 -0.291 0.875
C 4.1551 2.5490 4.3885 0.117 0.902 -0.435
C 3.2171 3.3339 3.4026 -0.962 -0.466 0.958
Ge 1.2076 3.0271 3.5248 1.257 -1.912 -0.060
C 0.1421 4.3584 2.6405 1.003 0.600 -0.880
C -0.7271 5.2282 3.5142 -0.041 -0.494 1.099
C 0.7074 2.4060 5.3457 -0.181 -1.407 -0.059
C 0.7210 1.0880 5.7294 -0.316 1.816 -0.594
Ge 0.1980 -0.3278 4.5054 -0.317 -0.877 -0.958
C -1.7469 -0.9389 4.8191 0.688 1.512 0.509
C -2.6338 0.2324 5.3498 0.828 0.985 -0.329
C 1.5006 -1.8750 4.5891 -1.286 1.426 -1.379
C 2.7887 -1.5203 3.8467 1.421 -0.337 1.676
C 0.8435 0.7550 7.1461 1.430 2.063 2.578
C 0.3081 -0.3360 7.7551 -1.046 -1.149 1.110
C 0.3950 -0.5817 9.1539 0.234 -0.598 -0.306
C 1.2237 0.2138 9.9435 -0.103 -1.280 0.866
C 1.9126 1.2733 9.3613 -1.313 0.524 -0.475
C 1.5784 1.6405 8.0702 -0.913 -0.295 -1.641
H 5.0820 2.3361 3.8353 -0.105 0.077 0.393
H 3.8138 1.6011 4.8010 -0.478 -0.053 -0.336
H 4.3917 3.1759 5.2713 -0.023 -0.229 -0.489
H 3.4197 3.1161 2.3632 0.108 -0.394 -0.341
H 3.3864 4.4066 3.4764 0.035 0.124 0.229
H -0.3926 3.7228 1.9555 -0.458 0.145 -0.677
H 0.8940 4.9822 2.0572 -1.015 -0.785 0.489
H -1.1691 6.0927 3.0411 0.002 0.158 -0.349
H -0.1014 5.5528 4.3383 0.050 0.621 0.271
H -1.5292 4.6771 4.0227 0.038 -0.089 -0.375
H 0.5332 3.0859 6.1830 0.490 0.377 -0.337
H -1.7007 -1.7736 5.5293 -0.128 0.029 -0.359
H -2.0768 -1.2329 3.8396 -0.203 -0.599 -0.361
H -1.9928 0.8449 6.0310 -0.920 -0.466 0.053
H -3.6170 -0.0108 5.7904 0.675 -0.308 0.082
H -2.8820 0.9663 4.5514 0.296 -0.634 0.128
H 1.0321 -2.7359 4.1068 -0.099 -0.033 0.438
H 1.6523 -2.0135 5.6451 0.077 -0.364 0.386
H 2.8878 -0.5280 3.4032 -0.077 0.298 0.666
H 2.9492 -2.1349 2.9957 0.035 -0.941 -0.670
H 3.6121 -1.7746 4.6001 -0.565 0.801 -1.377
H -0.3708 -0.9594 7.1875 0.130 -0.333 -0.084
H -0.1311 -1.4882 9.5534 0.500 1.169 -0.257
H 1.3298 0.0380 11.0484 -0.070 -0.020 -1.292
H 2.5090 1.9101 9.9866 0.152 0.339 0.075
H 1.6501 2.6839 7.7256 1.085 -0.675 0.119
O 1.1874 1.4075 2.4729 -0.557 0.278 1.519
O 0.0582 0.5050 2.8445 0.457 0.352 0.548
C -2.2871 -3.4945 -3.3988 0.168 0.692 -0.113
C -3.0967 -4.0964 -4.3503 1.906 0.369 0.260
C -3.0622 -3.8076 -5.7906 -0.492 -1.575 1.431
C -3.9234 -4.4556 -6.6384 -0.342 1.394 0.058
C -4.8333 -5.4212 -6.1321 -0.167 -0.677 -0.661
C -4.7348 -5.8292 -4.7626 -0.130 0.237 -0.648
C -3.8810 -5.1943 -3.9095 -1.768 -0.279 -0.423
C -5.8233 -5.9660 -7.0137 -1.269 0.218 -0.107
N -6.7431 -6.2812 -7.6762 1.545 0.130 0.785
H -1.3673 -2.9302 -3.6038 -0.735 0.129 -0.269
H -2.6031 -3.4552 -2.3498 0.236 -0.567 -0.253
H -2.2942 -3.1308 -6.0409 0.395 0.988 -0.866
H -4.1002 -4.0172 -7.6452 0.455 -0.807 0.499
H -5.3704 -6.6558 -4.4654 0.029 0.019 0.255
H -3.8614 -5.4146 -2.8541 0.086 -0.344 0.122
```
Forces are in eV/Å.

Löwdin population analysis, charges in e, atoms 1 to 5: atom 1 (Cs): 0.764, atom 2 (C): -0.119, atom 3 (C): -0.300, atom 4 (N): -0.073, atom 5 (C): -0.857

***

Record 6
Formula: C3HBrNO3
Source: the Open Molecules 2025 dataset
Level of theory: the ωB97M-V functional and the def2-TZVPD basis

Results
E_LUMO: 3.499 eV
relative energy (zero: lowest compared OMol25 entry of this formula, charge and spin): 199.2 kJ/mol
total energy: -80800.7914 eV
total charge: -1
HOMO-LUMO gap: 7.1 eV

Structure (XYZ):
```
9
Properties=species:S:1:pos:R:3:forces:R:3
C 1.0007 -0.2127 0.2910 -1.350 4.478 -1.238
C -0.0540 -1.0699 0.1130 -0.254 0.240 1.247
C 0.1902 1.4791 -0.0654 2.232 -4.489 1.383
N -1.2957 -0.2596 0.2926 1.848 -1.457 1.177
O -0.1986 -2.3030 0.0589 -0.156 0.514 -0.342
O 0.6175 2.6008 -0.1107 -0.967 -1.098 -0.258
O -1.1245 1.0877 -0.0644 -0.234 1.127 -0.678
Br 2.7680 -0.5033 -0.2501 0.115 -0.049 -0.038
H -1.9035 -0.8192 -0.2649 -1.234 0.734 -1.253
```
Forces are in eV/Å.

natural (NBO) population analysis, charges in e, atoms 1 to 5: atom 1 (C): -0.509, atom 2 (C): 0.461, atom 3 (C): 0.792, atom 4 (N): -0.360, atom 5 (O): -0.727